[1]
DFT (wB97M-V/def2-TZVPD) results for a cluster of 2 separate species, C2H7NO2 in total.

XYZ file:
```
12
Properties=species:S:1:pos:R:3:lowdin_charge:R:1
N -1.7610 -0.6162 -0.4595 0.12
C -1.1638 -1.3608 0.5011 -0.43
O -0.0005 -1.6773 0.5750 0.01
H -1.2719 0.0508 -1.0385 0.10
H -2.7449 -0.4597 -0.3197 0.09
H -1.8965 -1.7429 1.2427 0.13
C 1.1053 1.0559 0.1433 -0.17
O 1.5878 2.1069 -0.6769 -0.12
H 0.8663 0.2479 -0.5475 0.05
H 0.2413 1.2644 0.7712 0.08
H 1.9373 0.6301 0.7057 0.09
H 2.4793 2.3989 -0.5710 0.06
```

Output
- Energy relative to the best compared isomer or geometry (same formula, charge and spin): 1.518 eV
- HOMO energy: -9.95 eV
- Orbital gap: 10.8 eV
- SMILES: NC=O.CO


[2]
DFT (wB97M-V/def2-TZVPD) results for the ion C6H15N2 with charge +1.

XYZ file:
```
23
Properties=species:S:1:pos:R:3:lowdin_charge:R:1
N 2.2644 0.9125 -1.2238 0.19
C 2.0844 1.1040 0.2219 -0.13
C 0.6041 0.9179 0.5800 -0.18
N 0.1528 -0.3172 -0.0860 -0.18
C -0.3481 -1.3283 0.8952 -0.15
C -1.8806 -1.1737 0.9904 -0.14
C -2.3054 -0.3016 -0.1850 -0.15
C -1.0347 -0.0457 -0.9950 -0.16
H 1.5100 0.3209 -1.5965 0.15
H 2.2274 1.7882 -1.7568 0.18
H 3.1522 0.4983 -1.4642 0.17
H 2.5125 2.0410 0.5754 0.14
H 2.6267 0.3450 0.7783 0.13
H 0.5416 0.8913 1.6643 0.13
H 0.0634 1.7888 0.2070 0.12
H 0.1151 -1.0962 1.8399 0.10
H -0.0047 -2.3084 0.5863 0.11
H -2.3446 -2.1571 0.9833 0.11
H -2.0948 -0.7303 1.9547 0.11
H -2.8038 0.6400 0.0301 0.11
H -2.9937 -0.8421 -0.7859 0.10
H -0.9076 0.9628 -1.3830 0.11
H -0.9237 -0.7681 -1.7987 0.11
```

Output
- Energy relative to the best compared isomer or geometry (same formula, charge and spin): 1.318 eV
- HOMO energy: -13.06 eV
- Orbital gap: 9.7 eV
- Charge: +1
- SMILES: [NH3+]CCN1CCCC1


[3]
DFT (wB97M-V/def2-TZVPD) results for an isolated molecule of C4H8O2.

XYZ file:
```
14
Properties=species:S:1:pos:R:3:lowdin_charge:R:1
O 1.8098 1.0539 0.4769 -0.16
C 1.6563 -0.3832 -0.1656 -0.13
C 0.2492 -0.9225 0.1368 -0.15
C -0.8163 -0.1743 -0.6177 -0.29
C -1.9155 0.5130 0.0614 -0.10
O -0.7961 1.2451 -0.4243 -0.07
H 0.9508 1.4557 0.2533 0.04
H 2.0135 0.4243 -0.8671 0.13
H 2.3776 -1.0291 0.3578 0.10
H 0.1372 -2.0012 -0.0619 0.12
H 0.0827 -0.8060 1.2241 0.13
H -0.9430 -0.4592 -1.6620 0.15
H -1.9935 0.4474 1.1465 0.12
H -2.8437 0.7170 -0.4674 0.11
```

Output
- Energy relative to the best compared isomer or geometry (same formula, charge and spin): 4.155 eV
- HOMO energy: -9.27 eV
- Orbital gap: 10.3 eV
- SMILES: OCC[C@H]1CO1


[4]
DFT (wB97M-V/def2-TZVPD) results for a structure of composition C31H26BrF5InO3.

XYZ file:
```
67
Properties=species:S:1:pos:R:3:lowdin_charge:R:1
In 24.2123 -11.4118 5.5007 1.12
Br 28.3867 -9.7503 10.0322 0.31
O 25.1949 -9.8450 9.8272 0.10
C 25.0051 -10.3301 8.6398 -0.81
O 23.8676 -10.4727 8.1519 -0.06
O 26.0271 -10.7128 7.9624 0.01
H 26.1446 -9.9865 9.9510 -0.07
F 19.9445 -12.5314 14.2190 0.08
C 20.4480 -11.9100 13.1301 -0.24
C 21.6010 -11.1595 13.2903 0.01
C 22.2484 -10.7054 12.1558 -0.06
C 21.6516 -10.8804 10.9137 -0.07
C 20.4998 -11.6556 10.7826 -0.05
C 19.9111 -12.2174 11.8936 0.01
H 22.0408 -10.8956 14.2404 0.11
H 23.1794 -10.1664 12.2819 0.09
H 22.1232 -10.5254 10.0026 0.07
H 20.0972 -11.8996 9.8076 0.12
H 19.0646 -12.8780 11.7790 0.13
F 23.0413 -13.3340 7.2314 -0.09
C 22.7410 -14.0082 8.3925 -0.25
C 23.2525 -13.5240 9.5732 -0.01
C 22.9517 -14.2205 10.7309 -0.07
C 22.2855 -15.4337 10.6829 -0.07
C 21.8142 -15.9032 9.4704 -0.07
C 22.0115 -15.1757 8.3219 -0.01
H 23.8301 -12.6109 9.6105 0.10
H 23.3161 -13.8491 11.6824 0.11
H 22.1040 -15.9747 11.6002 0.11
H 21.2214 -16.8078 9.4750 0.11
H 21.6861 -15.5443 7.3565 0.12
F 21.4431 -10.8333 6.8080 -0.04
C 20.4031 -9.9675 6.9439 -0.28
C 19.2633 -10.1369 6.1892 -0.01
C 18.1844 -9.2989 6.4356 -0.08
C 18.2672 -8.3205 7.3997 -0.08
C 19.4036 -8.2067 8.1949 -0.06
C 20.4843 -9.0325 7.9408 -0.03
H 19.1955 -10.9065 5.4300 0.12
H 17.2560 -9.4308 5.8969 0.11
H 17.4275 -7.6650 7.5946 0.11
H 19.5462 -7.3639 8.8572 0.11
H 21.4338 -8.9045 8.4511 0.10
F 21.1235 -7.7826 11.9428 0.09
C 22.1340 -6.9878 11.5962 -0.29
C 22.0829 -5.6595 11.9503 -0.01
C 23.0572 -4.8150 11.4324 -0.05
C 24.0796 -5.3009 10.6098 -0.07
C 24.1291 -6.6472 10.3395 -0.09
C 23.1734 -7.5124 10.8449 -0.03
H 21.1750 -5.2755 12.3992 0.13
H 22.9994 -3.7500 11.6274 0.11
H 24.8805 -4.6348 10.3227 0.11
H 24.9466 -7.0198 9.7338 0.11
H 23.1925 -8.5487 10.5320 0.08
F 26.3504 -11.5330 14.6558 0.11
C 25.6677 -10.4077 14.5664 -0.28
C 25.9062 -9.5418 13.5172 0.00
C 25.1399 -8.3937 13.4478 -0.08
C 24.2837 -8.0224 14.4754 -0.05
C 24.0534 -8.9228 15.5137 -0.07
C 24.7174 -10.1205 15.5360 -0.01
H 26.6244 -9.7279 12.7319 0.09
H 25.2742 -7.8113 12.5460 0.10
H 23.7679 -7.0720 14.4415 0.11
H 23.3246 -8.6920 16.2780 0.12
H 24.5799 -10.8371 16.3375 0.13
```

Output
- HOMO energy: -11.23 eV
- Orbital gap: 2.2 eV
- Charge: +1


[5]
DFT (wB97M-V/def2-TZVPD) results for a cluster of 2 separate species, C2H4OS in total.

XYZ file:
```
8
Properties=species:S:1:pos:R:3:lowdin_charge:R:1
C -0.6902 -1.1133 0.1931 -0.06
C -0.0166 -0.1374 0.7885 -0.06
H -0.4128 -1.4478 -0.7961 0.04
H -1.4839 -1.6447 0.6694 0.03
H 0.7405 0.4253 0.3007 -0.02
H -0.2344 0.1195 1.7583 0.02
O 1.2194 1.7410 -0.7437 -0.71
S 0.8778 2.0574 -2.1702 0.76
```

Output
- Energy relative to the best compared isomer or geometry (same formula, charge and spin): 3.190 eV
- HOMO energy (spin up / spin down): -9.61 / -9.60 eV
- Orbital gap (spin up / spin down): 7.7 / 7.7 eV
- SMILES: C=C.O=S


[6]
DFT (wB97M-V/def2-TZVPD) results for an isolated molecule of C7H10N6.

XYZ file:
```
23
Properties=species:S:1:pos:R:3:lowdin_charge:R:1
C 0.2095 2.5953 0.9172 -0.06
C -0.3997 1.5600 0.0750 -0.41
C -1.6837 1.9247 -0.6972 -0.04
N -0.7224 0.4460 0.9594 -0.02
N -1.4943 0.3715 1.9635 0.00
N -1.4938 -0.7789 2.5252 -0.06
N -0.6910 -1.6736 1.9178 0.06
C -0.1500 -1.0763 0.8821 -0.16
N 0.5501 -1.5171 -0.1726 -0.11
C 0.8505 -2.8655 -0.2321 -0.03
C 1.5957 -3.0977 -1.3606 -0.06
C 1.7775 -1.8423 -1.8444 -0.16
N 1.2535 -0.8830 -1.0748 0.08
H 0.6601 3.3777 0.3998 0.06
H 1.0417 2.0670 1.3967 0.10
H -0.3732 3.1220 1.6445 0.08
H 0.3186 1.1516 -0.6424 0.11
H -1.5235 2.8285 -1.3453 0.09
H -2.3062 2.2161 0.1041 0.05
H -1.9887 1.0955 -1.3884 0.10
H 0.3877 -3.4523 0.5990 0.13
H 1.9767 -3.9877 -1.8049 0.10
H 2.2049 -1.5811 -2.8213 0.12
```

Output
- Energy relative to the best compared isomer or geometry (same formula, charge and spin): 4.794 eV
- HOMO energy: -9.13 eV
- Orbital gap: 9.6 eV
- SMILES: CC(C)n1nnnc1-n1cccn1


[7]
DFT (wB97M-V/def2-TZVPD) results for a structure of composition C23H46FeO23.

XYZ file:
```
93
Properties=species:S:1:pos:R:3:mulliken_spin:R:1
Fe -0.7947 -0.6141 -1.7708 3.79
O 1.1281 -0.1330 -0.8888 0.12
C 0.6808 0.2376 0.3896 -0.02
C -0.7968 0.9087 0.5673 -0.03
O -1.8513 0.4367 -0.2706 0.07
H 1.3508 0.7712 1.0638 0.02
H 0.4994 -0.7280 0.8616 0.01
H -0.7398 1.9849 0.4039 0.00
H -1.1963 0.8843 1.5811 0.01
C 2.9796 -2.8273 -2.5915 0.00
O 2.3892 -2.6585 -3.8294 0.00
C 1.1139 -2.2736 -4.0663 0.00
O 0.4961 -1.7275 -3.1640 0.01
O 0.6884 -2.6548 -5.3610 0.00
C -0.6234 -2.4823 -5.7878 0.00
H 3.3459 -1.8353 -2.3272 0.00
H 3.8360 -3.4777 -2.7693 0.00
H 2.4800 -3.3073 -1.7500 0.00
H -0.7036 -1.4612 -6.1607 0.00
H -1.4205 -2.6936 -5.0750 0.00
H -0.7936 -3.1853 -6.6032 0.00
C 4.2200 1.0211 -0.5404 0.00
O 5.0122 0.5887 0.4995 0.00
C 6.1409 -0.0501 0.2266 0.00
O 6.7280 -0.1737 -0.8897 0.00
O 6.5325 -0.6952 1.2617 0.00
C 7.5744 -1.6018 1.2217 0.00
H 3.3697 1.5934 -0.1696 0.00
H 3.8077 0.1785 -1.0955 0.00
H 4.6946 1.7671 -1.1780 0.00
H 7.7288 -2.1386 2.1577 0.00
H 8.5445 -1.1870 0.9477 0.00
H 7.2663 -2.4280 0.5809 0.00
C -3.6976 -2.8274 -0.3807 0.00
O -2.6737 -3.6204 0.2222 0.00
C -1.3370 -3.3247 0.1229 0.01
O -0.8583 -2.5640 -0.7341 0.00
O -0.7395 -3.9032 1.1192 0.00
C 0.6876 -3.5984 1.3197 0.00
H -3.4518 -2.6222 -1.4226 0.00
H -3.8244 -1.9202 0.2100 0.00
H -4.6476 -3.3538 -0.2888 0.00
H 1.2154 -4.5421 1.1824 0.00
H 0.9338 -3.3010 2.3390 0.00
H 1.1261 -2.9457 0.5648 0.00
C 3.5865 -0.2836 3.6150 0.00
O 3.2885 1.0340 3.1437 0.00
C 2.3798 1.9370 3.7251 0.00
O 1.7083 1.8220 4.7600 0.00
O 2.2944 2.9855 2.8381 0.00
C 1.4305 4.0253 3.0766 0.00
H 2.7839 -0.9445 3.2876 0.00
H 3.5695 -0.2835 4.7049 0.00
H 4.5268 -0.6209 3.1788 0.00
H 1.8693 4.6149 3.8815 0.00
H 0.4229 3.7060 3.3426 0.00
H 1.3250 4.6363 2.1801 0.00
C 1.4926 3.3611 -1.6562 0.00
O 1.8561 4.7124 -1.6766 0.00
C 1.1537 5.6932 -2.2312 0.00
O 0.0358 5.4518 -2.6171 0.00
O 1.9801 6.7583 -2.4026 0.00
C 1.5317 7.8121 -3.3354 0.00
H 1.0117 3.0508 -2.5839 0.00
H 0.8194 3.0043 -0.8767 0.00
H 2.3741 2.7727 -1.4016 0.00
H 0.4808 7.9938 -3.1101 0.00
H 1.5566 7.4500 -4.3632 0.00
H 2.0422 8.7706 -3.2417 0.00
C -5.3627 -0.3857 -1.6411 -0.01
O -5.8111 -1.6441 -2.0831 0.00
C -7.0130 -1.7300 -2.7506 0.00
O -7.7077 -0.7387 -3.1357 0.00
O -7.2645 -2.9829 -2.8156 0.00
C -8.3033 -3.5313 -3.5815 0.00
H -5.8226 -0.0178 -0.7239 0.00
H -5.4129 0.3651 -2.4298 0.00
H -4.2948 -0.3899 -1.4229 0.02
H -9.0759 -2.8370 -3.9118 0.00
H -8.7152 -4.3742 -3.0265 0.00
H -7.8080 -3.8438 -4.5008 0.00
C -3.3321 1.6758 6.4679 0.00
O -2.3853 0.7340 6.0274 0.00
C -2.5794 0.1225 4.8874 0.00
O -3.5414 0.1608 4.1107 0.00
O -1.4993 -0.5457 4.7119 0.00
C -1.3238 -1.5074 3.6747 0.00
H -3.0816 2.1640 7.4097 0.00
H -4.2539 1.1354 6.6831 0.00
H -3.5105 2.5043 5.7824 0.00
H -0.5685 -1.1126 2.9951 0.00
H -2.3039 -1.7305 3.2530 0.00
H -0.9694 -2.4654 4.0551 0.00
```

Output
- HOMO energy (spin up / spin down): -7.66 / -7.59 eV
- Orbital gap (spin up / spin down): 7.5 / 7.2 eV
- Spin multiplicity: 5


| no. | maximum force (eV/Å) |
| --- | --- |
| 1 | 2.137 |
| 2 | 1.757 |
| 3 | 3.893 |
| 4 | 1.749 |
| 5 | 2.407 |
| 6 | 7.523 |
| 7 | 5.601 |